{"formula": "C50H54Cl6N9O2V", "method": "ωB97M-V/def2-TZVPD", "species": ["O", "V", "C", "C", "C", "O", "H", "H", "H", "H", "H", "H", "H", "N", "C", "C", "C", "C", "C", "H", "H", "H", "H", "H", "N", "C", "C", "C", "C", "C", "H", "H", "H", "H", "H", "N", "C", "C", "C", "C", "C", "H", "H", "H", "H", "H", "N", "C", "C", "C", "C", "C", "H", "H", "H", "H", "H", "N", "C", "C", "C", "C", "C", "H", "H", "H", "H", "H", "N", "C", "C", "C", "C", "C", "H", "H", "H", "H", "H", "N", "C", "C", "C", "C", "C", "H", "H", "H", "H", "H", "N", "C", "C", "C", "C", "C", "H", "H", "H", "H", "H", "N", "C", "C", "C", "C", "C", "H", "H", "H", "H", "H", "C", "Cl", "Cl", "Cl", "H", "C", "Cl", "Cl", "Cl", "H"], "positions_angstrom": [[-2.91032, -1.04693, 2.47895], [-2.63213, -2.08871, 1.29846], [1.43365, -0.50258, 0.18042], [0.06676, 0.06007, 0.24573], [-0.38580, 0.79683, -1.06206], [-0.82633, -0.95065, 0.55495], [2.12587, 0.33382, 0.08368], [1.61175, -1.12837, -0.69409], [1.79226, -1.02569, 1.06690], [0.04286, 0.78688, 1.05769], [0.25759, 1.59415, -1.43409], [-1.33560, 1.26888, -0.81075], [-0.41073, 0.10631, -1.90506], [-4.13708, -0.81078, -0.04793], [-4.20526, 0.52562, -0.06639], [-5.25544, 1.34601, -0.48801], [-6.49748, 0.68465, -0.80708], [-6.50204, -0.69195, -0.86124], [-5.35967, -1.41632, -0.47147], [-3.28908, 1.07392, 0.09604], [-5.31292, 2.41904, -0.37992], [-7.28397, 1.42222, -0.86913], [-7.45227, -1.13526, -1.11993], [-5.35658, -2.49217, -0.56603], [-2.14274, -3.53357, -0.56864], [-1.64046, -3.23623, -1.78439], [-1.62706, -4.18606, -2.83314], [-1.95733, -5.52956, -2.61252], [-2.42477, -5.85252, -1.34920], [-2.49406, -4.84891, -0.41023], [-1.25042, -2.23936, -1.92768], [-1.37009, -3.86076, -3.83040], [-1.89840, -6.28144, -3.38557], [-2.55008, -6.89720, -1.10557], [-2.80463, -5.02801, 0.60852], [4.39834, -0.30004, -2.97743], [3.23085, 0.15949, -3.53898], [3.18478, 0.66992, -4.86163], [4.34235, 0.62601, -5.62552], [5.55900, 0.20800, -5.00864], [5.51378, -0.25950, -3.71337], [2.31077, 0.02968, -2.98852], [2.21888, 0.91241, -5.27949], [4.37322, 1.16656, -6.55999], [6.45729, 0.32190, -5.59728], [6.41378, -0.52983, -3.18110], [3.38188, -4.82154, -3.06707], [3.99314, -3.81276, -2.35128], [3.73266, -3.52056, -1.01687], [2.63976, -4.13896, -0.37552], [1.91410, -5.15224, -1.10298], [2.32432, -5.45553, -2.41895], [4.78141, -3.26297, -2.84399], [4.29844, -2.78923, -0.45880], [2.37746, -3.86078, 0.63453], [1.12883, -5.74022, -0.65129], [1.79179, -6.16593, -3.03388], [-0.82677, 0.16956, 6.28118], [0.24395, -0.11115, 7.02447], [1.31829, -0.85661, 6.54542], [1.34813, -1.30319, 5.20383], [0.30251, -0.88827, 4.39014], [-0.73281, -0.17009, 4.93608], [0.25639, 0.22305, 8.05139], [2.08804, -1.17880, 7.23104], [2.10488, -1.93700, 4.76563], [0.24671, -1.23961, 3.37042], [-1.62730, 0.06786, 4.37959], [2.88888, 5.43942, -0.52179], [3.78577, 5.80279, -1.40713], [4.10701, 4.97821, -2.50035], [3.61705, 3.66502, -2.60416], [2.60918, 3.31666, -1.63992], [2.40102, 4.17956, -0.57132], [4.03355, 6.85360, -1.43550], [4.68997, 5.33716, -3.33564], [3.79495, 2.97478, -3.41554], [2.06300, 2.40632, -1.83829], [1.66457, 4.00126, 0.19827], [-2.50753, 2.76792, 1.84885], [-1.28503, 3.35895, 1.99501], [-0.74156, 3.71572, 3.25010], [-1.51477, 3.46061, 4.35684], [-2.74815, 2.85525, 4.21795], [-3.15807, 2.45505, 2.97280], [-0.72358, 3.59952, 1.10433], [0.26276, 4.10692, 3.31856], [-1.15456, 3.87312, 5.28769], [-3.32807, 2.69896, 5.11553], [-4.13272, 2.02617, 2.79253], [-1.24285, -3.40950, 2.53512], [-1.65345, -3.91622, 3.79785], [-0.88314, -4.75674, 4.58264], [0.33495, -5.20250, 4.06653], [0.78351, -4.72233, 2.84592], [-0.03076, -3.84516, 2.13267], [-2.63046, -3.58110, 4.11336], [-1.24627, -5.24171, 5.47671], [0.93786, -5.91259, 4.61303], [1.76520, -4.96767, 2.46846], [0.39446, -3.44715, 1.22317], [-2.69261, 6.61409, -1.42211], [-2.96417, 5.31318, -1.69465], [-1.91029, 4.47916, -2.12986], [-0.58991, 4.89603, -2.20861], [-0.36001, 6.21144, -1.94670], [-1.39689, 7.01544, -1.61377], [-3.97257, 4.96686, -1.52266], [-2.05029, 3.45419, -2.44010], [0.17274, 4.19943, -2.52408], [0.59050, 6.64740, -2.21667], [-1.15348, 8.06764, -1.61728], [3.09746, 1.32768, 3.29417], [3.51933, 2.35085, 1.94340], [2.56248, 2.14527, 4.78372], [4.43487, 0.17686, 3.59301], [2.26931, 0.72687, 2.91826], [-2.44067, 0.29963, -4.64041], [-3.14154, -0.18022, -3.12453], [-0.72500, -0.02668, -4.54657], [-2.63526, 2.03399, -4.91819], [-2.87358, -0.28439, -5.45257]], "atomic_forces_ev_per_a": [[-0.252, -2.609, -1.748], [3.799, 5.550, 0.279], [1.639, 0.332, -0.536], [-1.224, 0.777, -0.142], [0.531, -0.278, 0.792], [-2.781, -3.200, 0.432], [0.254, 0.184, -0.163], [-0.181, -0.254, -0.044], [-0.445, -0.225, 0.208], [0.045, 0.495, 0.214], [0.309, 0.155, 0.512], [-0.213, -0.219, -0.462], [-0.534, -0.217, 0.259], [-3.583, -1.487, -0.665], [1.427, 1.464, -0.807], [-2.519, -2.651, 0.355], [3.087, 2.262, 1.051], [0.263, -0.292, 0.524], [1.364, 1.480, -0.006], [0.332, -0.271, 0.797], [0.794, 0.011, -0.081], [-0.792, -0.790, -0.598], [0.248, -0.701, -0.035], [0.048, -0.123, 0.218], [-0.048, -1.389, -0.682], [-0.536, -0.733, -0.272], [0.032, 0.019, 0.358], [-0.256, 1.425, 0.138], [0.874, -0.129, 0.018], [-0.069, 1.145, 0.948], [-0.169, 0.173, 0.036], [0.358, 0.090, 0.052], [0.083, 0.095, -0.123], [-0.483, 0.089, 0.302], [-0.233, -0.574, 0.083], [-1.885, 0.553, -0.543], [2.088, -0.642, -1.058], [0.044, -1.423, 1.057], [1.132, 0.831, 1.419], [-1.614, 0.618, -1.315], [-0.318, 0.469, 0.380], [0.044, 0.140, 0.408], [0.019, 0.398, -0.083], [-0.008, -0.481, -0.396], [0.241, -0.273, 0.263], [0.171, -0.229, -0.073], [-1.309, 0.974, 2.228], [-0.484, -1.900, -0.480], [-1.602, -0.387, 0.542], [0.071, -1.327, -1.931], [1.567, 1.124, -0.148], [1.689, 1.770, 0.049], [0.049, -0.126, -0.267], [0.116, 0.193, -0.271], [0.061, -0.083, 0.040], [-0.226, 0.156, 0.074], [0.055, -0.276, 0.109], [0.806, 0.026, -1.958], [-0.111, -0.421, -0.799], [0.492, -0.915, -0.993], [-0.634, 0.872, 1.136], [0.152, -0.420, -0.021], [-0.970, 0.322, 2.471], [-0.214, 0.007, 0.149], [0.168, 0.181, 0.045], [0.312, 0.001, 0.370], [-0.052, 0.275, -0.284], [0.083, 0.121, -0.264], [0.287, -0.962, 1.185], [-0.965, -0.393, -1.824], [0.472, -1.144, -0.419], [-1.951, 1.303, 1.772], [1.948, 0.314, -0.810], [-0.652, 0.895, -0.818], [0.443, 0.068, 0.217], [0.409, 0.252, 0.218], [0.274, 0.264, -0.185], [0.001, -0.171, 0.614], [-0.119, -0.398, 0.019], [1.896, 0.300, 0.050], [-0.789, -0.231, 0.937], [-0.484, -0.900, -1.587], [0.316, 0.810, 0.161], [0.323, -0.141, 0.993], [-0.450, 0.792, -0.921], [-0.145, -0.089, -0.320], [-0.055, 0.262, -0.009], [-0.177, -0.407, 0.389], [-0.266, -0.189, -0.126], [-0.137, -0.337, 0.277], [-0.325, -1.664, 1.908], [0.512, 0.951, -1.804], [-0.011, -0.488, -1.112], [0.211, 0.269, -0.245], [-0.634, 0.316, 0.564], [0.045, 0.447, 0.003], [-0.029, 0.055, 0.084], [-0.253, 0.518, 0.185], [0.011, -0.012, 0.137], [-0.072, -0.142, -0.107], [-0.544, 0.289, -0.337], [0.859, -0.557, -0.436], [2.345, 1.149, 0.132], [-0.393, -0.840, 0.165], [-1.237, -0.701, -0.063], [1.358, 0.130, -0.846], [-1.997, 0.456, 0.111], [-0.071, -0.012, -0.173], [-0.615, -0.182, 0.208], [0.090, 0.087, -0.057], [0.223, 0.111, 0.487], [-0.594, 0.311, 0.533], [-0.303, -0.897, -0.098], [0.074, 0.606, 0.151], [0.367, -0.093, -0.686], [-0.264, 0.265, 0.221], [0.016, 0.085, 0.435], [0.281, 0.420, -0.207], [-0.743, -0.220, 0.447], [0.757, -0.430, -0.444], [-0.370, -0.146, -0.171], [0.029, 0.290, 0.132]], "total_energy_ha": -6285.780924, "homo_lumo_gap_ev": [6.64, 7.03], "de_lowest_kcal_mol": 61.38, "lumo_energy_ev": [-4.21, -3.82], "multiplicity": 2, "total_charge": 1}

{"formula": "C50H54KN3OP3SSe", "method": "ωB97M-V/def2-TZVPD", "species": ["K", "C", "C", "P", "C", "C", "C", "C", "C", "C", "C", "C", "C", "C", "C", "C", "C", "P", "C", "C", "C", "C", "C", "C", "C", "C", "C", "C", "C", "C", "H", "H", "H", "H", "H", "H", "H", "H", "H", "H", "H", "H", "H", "H", "H", "H", "H", "H", "H", "H", "H", "H", "H", "H", "H", "H", "O", "S", "C", "C", "C", "C", "C", "C", "C", "C", "C", "C", "C", "C", "H", "H", "H", "H", "H", "H", "H", "H", "H", "H", "Se", "N", "C", "C", "C", "C", "N", "C", "N", "H", "H", "H", "C", "C", "P", "C", "C", "C", "C", "H", "H", "H", "H", "H", "H", "H", "H", "H", "H", "H", "H", "H", "H", "H"], "positions_angstrom": [[-0.06985, 0.28446, -0.18501], [-1.75494, -2.10878, 2.71056], [-1.86477, -0.57338, 2.80316], [-0.17569, 0.16209, 2.95407], [-0.50202, 1.95743, 3.04928], [0.63363, 2.76670, 3.11156], [0.52356, 4.13490, 3.28739], [-0.73565, 4.71538, 3.38140], [-1.87117, 3.92290, 3.30189], [-1.75803, 2.54842, 3.14113], [0.09445, -0.18240, 4.73994], [-0.54112, 0.53383, 5.75269], [-0.37196, 0.16630, 7.07787], [0.42891, -0.91943, 7.40648], [1.07421, -1.62865, 6.40597], [0.91172, -1.25872, 5.07833], [-2.63746, -2.67618, 1.60188], [-1.98172, -2.13282, -0.04978], [-3.49961, -2.23412, -1.07168], [-4.57913, -3.08170, -0.82601], [-5.67380, -3.08820, -1.67766], [-5.71775, -2.23521, -2.77167], [-4.66381, -1.36497, -3.00786], [-3.56438, -1.36701, -2.16303], [-1.06380, -3.64329, -0.55612], [0.31105, -3.51831, -0.75173], [1.07813, -4.62289, -1.09456], [0.47896, -5.86275, -1.24667], [-0.89265, -5.99345, -1.07017], [-1.65972, -4.89115, -0.72961], [-2.02889, -2.55305, 3.66820], [-0.71772, -2.40258, 2.51102], [-2.48814, -0.28816, 3.65144], [-2.31428, -0.16921, 1.88943], [1.61342, 2.30198, 3.06358], [1.41141, 4.75189, 3.35694], [-0.82912, 5.78517, 3.51817], [-2.85177, 4.37657, 3.37886], [-2.65635, 1.94388, 3.10984], [-1.16649, 1.38420, 5.51249], [-0.86782, 0.72649, 7.86032], [0.54473, -1.21216, 8.44171], [1.70467, -2.46971, 6.66454], [1.42014, -1.81086, 4.29573], [-3.65644, -2.29641, 1.70824], [-2.66007, -3.76587, 1.64863], [-4.57917, -3.73734, 0.03551], [-6.49588, -3.76645, -1.48775], [-6.57391, -2.24554, -3.43321], [-4.70318, -0.68557, -3.85109], [-2.73690, -0.68598, -2.33297], [0.78157, -2.54716, -0.63533], [2.14526, -4.51526, -1.24395], [1.07598, -6.72805, -1.50296], [-1.36637, -6.95834, -1.19816], [-2.72854, -5.00796, -0.61035], [2.09538, -0.08832, -0.05400], [3.05049, 0.31999, 1.01441], [3.60104, 1.97969, 0.57090], [4.49418, 2.64172, 1.40099], [4.93388, 3.90781, 1.05128], [4.48620, 4.49982, -0.12309], [3.59507, 3.82654, -0.94602], [3.13827, 2.56211, -0.59480], [4.62267, -0.44860, 0.58013], [5.09285, -0.38549, -0.72294], [6.26814, -1.04217, -1.04435], [6.96248, -1.74982, -0.06935], [6.48857, -1.79795, 1.23273], [5.30811, -1.14548, 1.56148], [4.85396, 2.16334, 2.30521], [5.63792, 4.42874, 1.68623], [4.83842, 5.48390, -0.40246], [3.26782, 4.28011, -1.87324], [2.45922, 2.00419, -1.23058], [4.54060, 0.16564, -1.47449], [6.64541, -1.00079, -2.05758], [7.87354, -2.27148, -0.33060], [7.03152, -2.34933, 1.98846], [4.91724, -1.18013, 2.57175], [0.18408, 4.36400, -0.56169], [-1.41142, 5.05085, -0.65605], [-2.27476, 4.05108, -0.55134], [-3.68558, 4.15294, -0.52991], [-4.39208, 2.99150, -0.42949], [-3.71489, 1.74508, -0.36063], [-2.41471, 1.59931, -0.35252], [-1.68473, 2.73446, -0.43299], [-0.35619, 2.71366, -0.42797], [-4.17002, 5.11886, -0.57846], [-5.47276, 3.00695, -0.40608], [-4.28536, 0.82220, -0.30623], [-1.51263, 1.96035, -5.35620], [-1.30936, 1.69559, -3.86576], [-0.27930, 0.22980, -3.36377], [1.33000, 0.71435, -4.14633], [2.43725, -0.31040, -3.89249], [-0.91291, -1.03444, -4.56752], [-0.59257, -2.47248, -4.15516], [-2.11471, 2.85967, -5.49196], [-2.03180, 1.13578, -5.84253], [-0.56409, 2.11796, -5.86889], [-2.28089, 1.56489, -3.37662], [-0.84102, 2.56687, -3.39460], [1.60370, 1.67688, -3.70096], [1.19542, 0.86710, -5.21854], [2.49047, -0.56923, -2.83199], [3.40622, 0.08013, -4.20744], [2.25353, -1.22538, -4.45622], [-0.49905, -0.82063, -5.55546], [-1.99748, -0.90836, -4.61888], [0.47936, -2.61470, -4.01221], [-0.92490, -3.17123, -4.92374], [-1.09151, -2.73093, -3.22030]], "atomic_forces_ev_per_a": [[-1.691, -0.654, -0.122], [-0.041, 0.066, 0.012], [0.195, -0.061, -0.108], [-0.301, 0.016, 0.623], [0.078, -0.045, -0.014], [-0.012, -0.018, 0.062], [-0.024, 0.065, -0.016], [0.027, 0.068, -0.055], [-0.066, 0.094, -0.071], [0.002, -0.006, -0.052], [0.165, -0.139, -0.160], [0.044, -0.052, 0.030], [-0.028, 0.018, 0.033], [-0.014, -0.009, -0.010], [0.030, -0.061, 0.077], [-0.011, 0.049, -0.020], [0.098, 0.080, -0.031], [-0.539, -0.757, 0.014], [0.085, 0.196, -0.052], [0.012, 0.054, -0.026], [-0.050, -0.052, 0.010], [0.011, 0.007, 0.013], [-0.022, 0.026, -0.080], [0.006, -0.074, 0.034], [0.077, 0.161, 0.040], [-0.138, 0.020, 0.058], [0.121, -0.019, -0.002], [0.002, 0.022, -0.010], [-0.058, -0.023, 0.001], [0.083, -0.014, -0.028], [0.076, -0.009, 0.019], [0.008, -0.059, 0.081], [-0.043, 0.082, -0.040], [-0.048, 0.012, 0.022], [0.040, 0.042, -0.042], [-0.005, -0.032, -0.009], [-0.012, -0.011, 0.003], [0.008, -0.005, 0.007], [0.014, -0.015, -0.025], [-0.011, 0.013, -0.017], [-0.005, 0.005, -0.014], [0.033, 0.016, 0.000], [0.001, -0.006, -0.035], [0.006, -0.007, 0.002], [-0.013, -0.031, 0.010], [-0.106, -0.001, 0.007], [0.023, -0.025, -0.001], [-0.012, 0.025, 0.010], [-0.005, 0.006, 0.006], [0.019, -0.003, 0.001], [-0.028, 0.012, -0.011], [0.068, -0.039, -0.018], [-0.003, 0.013, 0.015], [0.002, 0.009, -0.024], [0.008, 0.001, -0.005], [-0.035, 0.001, 0.020], [1.717, -0.332, -0.052], [1.262, 0.125, -0.124], [-0.217, 0.070, 0.111], [-0.053, -0.046, 0.099], [0.031, -0.011, 0.011], [-0.046, 0.015, -0.062], [0.062, 0.013, -0.015], [-0.013, -0.134, -0.072], [-0.148, -0.152, 0.289], [-0.019, -0.008, -0.080], [-0.062, 0.042, -0.048], [-0.004, -0.027, 0.068], [0.091, -0.017, -0.052], [-0.122, 0.043, 0.070], [0.005, 0.029, 0.012], [-0.012, -0.003, 0.015], [0.011, -0.004, 0.013], [-0.018, 0.004, 0.003], [-0.030, 0.037, -0.001], [0.006, -0.024, -0.008], [0.002, -0.013, 0.001], [0.015, 0.023, 0.008], [-0.009, 0.004, 0.007], [0.008, -0.039, -0.004], [0.591, 0.402, -0.053], [-0.673, 0.301, 0.082], [0.496, -0.184, 0.011], [-0.448, -0.198, 0.032], [-0.026, 0.523, -0.069], [0.445, -0.348, 0.076], [-0.613, -0.262, 0.051], [0.099, 0.836, -0.138], [-0.313, 0.318, -0.010], [0.041, 0.011, -0.040], [-0.001, -0.047, -0.001], [-0.074, 0.048, -0.005], [0.031, 0.022, 0.128], [0.019, -0.096, 0.102], [-0.082, 0.194, -0.714], [-0.021, -0.172, 0.203], [-0.087, 0.065, -0.015], [0.160, -0.101, 0.251], [-0.018, 0.120, -0.052], [-0.001, -0.003, -0.055], [0.006, -0.001, -0.031], [-0.008, -0.005, -0.036], [0.003, 0.048, 0.020], [-0.040, -0.005, 0.051], [-0.003, 0.025, -0.043], [0.007, 0.081, 0.002], [0.051, -0.015, -0.004], [0.016, -0.027, 0.008], [0.030, -0.027, 0.030], [-0.093, 0.049, -0.038], [0.009, 0.020, -0.088], [-0.012, -0.060, 0.031], [0.001, -0.033, 0.028], [0.031, -0.025, -0.013]], "total_energy_ha": -6600.656584, "homo_lumo_gap_ev": 7.13, "de_lowest_kcal_mol": 14.04, "lumo_energy_ev": -3.54, "multiplicity": 1, "total_charge": 1}

The highest multiplicity belongs to which entry? C50H54Cl6N9O2V